ORCA calculation (wB97M-V/def2-TZVPD) on C5H9NO in the gas phase.

Bonds (Å) are listed after each position.
Cartesian coordinates (Å):
1 C 2.20486 -0.35327 0.40765  C2 1.550, H8 1.097, H9 1.104, H10 1.094
2 C 1.06371 0.35996 -0.36226  C1 1.550, C3 1.597, C6 1.525, H11 1.094
3 C -0.16542 -0.11646 -1.26341  C2 1.597, N4 1.470, H12 1.104, H13 1.098
4 N -1.03929 0.26240 -0.14434  C3 1.470, C5 1.440, C6 1.358
5 C -2.36528 -0.12469 0.26352  N4 1.440, H14 1.095, H15 1.095, H16 1.097
6 C -0.02066 0.62874 0.67616  C2 1.525, N4 1.358, O7 1.211
7 O 0.02098 0.88065 1.85969  C6 1.211
8 H 2.04388 -1.40384 0.67768  C1 1.097
9 H 2.25596 0.18522 1.37052  C1 1.104
10 H 3.19010 -0.24543 -0.05540  C1 1.094
11 H 1.48973 1.24963 -0.83502  C2 1.094
12 H -0.33747 0.53834 -2.13484  C3 1.104
13 H -0.29532 -1.15718 -1.58728  C3 1.098
14 H -2.41793 0.06385 1.34116  C5 1.095
15 H -3.14731 0.45761 -0.23588  C5 1.095
16 H -2.54111 -1.19291 0.08433  C5 1.097

Calculated values
multiplicity = 1
gap between HOMO and LUMO = 10.25 eV
lowest unoccupied orbital energy = 0.887 eV
energy above the lowest of the compared OMol25 structures with the same formula, charge and spin = 135.9 kJ/mol
SMILES = C[C@H]1CN(C)C1=O
HOMO energy = -9.3642 eV
total charge = 0

***

ORCA calculation (wB97M-V/def2-TZVPD) on a 13-piece molecular cluster, C67H135Cl4N2O32P3 overall.

Bonds (Å) are listed after each position.
Cartesian coordinates (Å):
1 C 8.62015 1.36554 34.65434  C2 1.466, H11 1.090, H12 1.090, H13 1.090
2 C 8.48413 -0.09350 34.70705  C1 1.466, C3 1.583, H14 1.090, H15 1.090
3 C 9.37929 -1.09309 33.86792  C2 1.583, C4 1.518, H16 1.090, H17 1.090
4 C 8.69078 -2.33342 33.32724  C3 1.518, N5 1.577, H18 1.090, H19 1.090
5 N 9.47920 -3.07190 32.17772  C4 1.577, C6 1.528, C9 1.526, C10 1.566
6 C 10.82520 -3.65775 32.60310  N5 1.528, C7 1.602, H20 1.090, H21 1.090
7 C 10.87354 -5.12788 31.96881  C6 1.602, C8 1.563, H22 1.090, H23 1.090
8 C 9.43745 -5.33894 31.39018  C7 1.563, C9 1.607, H24 1.090, H25 1.090
9 C 8.45412 -4.15509 31.85241  N5 1.526, C8 1.607, H26 1.090, H27 1.090
10 C 9.67199 -2.32503 30.81482  N5 1.566, H28 1.090, H29 1.090, H30 1.090
11 H 8.75200 1.67749 33.61829  C1 1.090
12 H 9.53309 1.63723 35.18427  C1 1.090
13 H 7.75148 1.85023 35.09999  C1 1.090
14 H 7.46701 -0.23132 34.34020  C2 1.090
15 H 8.63894 -0.34204 35.75699  C2 1.090
16 H 10.25119 -1.34763 34.47049  C3 1.090
17 H 9.99676 -0.63203 33.09704  C3 1.090
18 H 7.72314 -2.09569 32.88537  C4 1.090
19 H 8.52944 -3.02007 34.15826  C4 1.090
20 H 11.64996 -2.97932 32.38496  C6 1.090
21 H 10.72445 -3.68596 33.68807  C6 1.090
22 H 11.53837 -5.21810 31.10975  C7 1.090
23 H 11.01048 -5.80210 32.81426  C7 1.090
24 H 9.38151 -5.44242 30.30655  C8 1.090
25 H 9.13119 -6.30231 31.79789  C8 1.090
26 H 7.73698 -3.96718 31.05335  C9 1.090
27 H 7.98122 -4.68909 32.67661  C9 1.090
28 H 8.68313 -1.86751 30.84556  C10 1.090
29 H 9.84735 -2.96417 29.94947  C10 1.090
30 H 10.39100 -1.52936 31.00986  C10 1.090
31 C 18.39463 -4.50724 34.54171  C32 1.556, H41 1.090, H42 1.090, H43 1.090
32 C 18.20793 -5.87527 33.82470  C31 1.556, C33 1.510, H44 1.090, H45 1.090
33 C 16.81101 -6.43783 33.94009  C32 1.510, C34 1.575, H46 1.090, H47 1.090
34 C 16.15986 -6.46316 35.37411  C33 1.575, N35 1.533, H48 1.090, H49 1.090
35 N 14.76892 -7.10880 35.37230  C34 1.533, C36 1.569, C39 1.521, C40 1.501
36 C 14.19472 -7.13742 36.83183  N35 1.569, C37 1.630, H50 1.090, H51 1.090
37 C 14.48242 -8.62616 37.42930  C36 1.630, C38 1.515, H52 1.090, H53 1.090
38 C 15.07159 -9.34450 36.23259  C37 1.515, C39 1.482, H54 1.090, H55 1.090
39 C 14.78410 -8.58207 34.99460  N35 1.521, C38 1.482, H56 1.090, H57 1.090
40 C 13.90470 -6.28022 34.46671  N35 1.501, H58 1.090, H59 1.090, H60 1.090
41 H 19.46263 -4.30634 34.62603  C31 1.090
42 H 17.92989 -4.66343 35.51522  C31 1.090
43 H 17.80969 -3.78681 33.96993  C31 1.090
44 H 18.97617 -6.49308 34.28968  C32 1.090
45 H 18.49520 -5.70305 32.78744  C32 1.090
46 H 16.77490 -7.44820 33.53271  C33 1.090
47 H 16.21399 -5.87496 33.22256  C33 1.090
48 H 15.93278 -5.48006 35.78647  C34 1.090
49 H 16.88230 -6.94580 36.03232  C34 1.090
50 H 13.15035 -6.91031 36.61778  C36 1.090
51 H 14.70058 -6.30563 37.32206  C36 1.090
52 H 13.52327 -9.10151 37.63468  C37 1.090
53 H 15.06524 -8.55106 38.34733  C37 1.090
54 H 14.65091 -10.34891 36.18490  C38 1.090
55 H 16.13258 -9.56738 36.34540  C38 1.090
56 H 13.76512 -8.75463 34.64816  C39 1.090
57 H 15.47443 -8.78811 34.17662  C39 1.090
58 H 14.18762 -6.47464 33.43218  C40 1.090
59 H 13.98921 -5.25141 34.81675  C40 1.090
60 H 12.84512 -6.45301 34.65518  C40 1.090
61 C 8.99571 -8.41125 34.27897  C62 1.494, C67 1.375, H71 1.080
62 C 9.34282 -7.06227 34.81801  C61 1.494, C63 1.572, O70 1.238
63 C 10.20205 -7.02373 36.13421  C62 1.572, O64 1.292, C65 1.513
64 O 10.45777 -5.87814 36.67442  C63 1.292
65 C 10.66143 -8.30588 36.79285  C63 1.513, C66 1.371, H72 1.080
66 C 10.45079 -9.52592 36.20499  C65 1.371, C67 1.637, O69 1.327
67 C 9.54791 -9.53929 34.83976  C61 1.375, C66 1.637, O68 1.277
68 O 9.02423 -10.61121 34.38292  C67 1.277
69 O 11.05404 -10.55288 36.78925  C66 1.327
70 O 8.98626 -5.97136 34.35328  C62 1.238
71 H 8.20292 -8.35587 33.54767  C61 1.080
72 H 11.25415 -8.22713 37.69224  C65 1.080
73 C 14.32054 -2.57970 35.83606  C74 1.347, C79 1.473, H83 1.080
74 C 15.45745 -2.84040 36.50922  C73 1.347, C75 1.566, O82 1.311
75 C 15.48173 -3.49357 37.93201  C74 1.566, O76 1.261, C77 1.403
76 O 16.53845 -3.88535 38.49795  C75 1.261
77 C 14.27511 -3.81852 38.56997  C75 1.403, C78 1.479, H84 1.080
78 C 12.98717 -3.59043 37.87857  C77 1.479, C79 1.680, O81 1.197
79 C 12.98960 -3.00194 36.30466  C73 1.473, C78 1.680, O80 1.260
80 O 11.93181 -2.94043 35.62218  C79 1.260
81 O 11.93981 -3.79536 38.42133  C78 1.197
82 O 16.55223 -2.48792 35.87996  C74 1.311
83 H 14.33058 -2.19734 34.82605  C73 1.080
84 H 14.36085 -4.14289 39.59653  C77 1.080
85 Cl 13.82127 -12.10554 33.97610  C86 1.751
86 C 12.22984 -12.81871 34.13168  Cl85 1.751, C87 1.527, H89 1.090, H90 1.090
87 C 11.71097 -13.29940 32.77789  C86 1.527, Cl88 1.822, H91 1.090, H92 1.090
88 Cl 12.38305 -14.95715 32.43185  C87 1.822
89 H 11.52769 -12.05396 34.46370  C86 1.090
90 H 12.24524 -13.38538 35.06267  C86 1.090
91 H 11.66640 -12.68879 31.87608  C87 1.090
92 H 10.65213 -13.51331 32.92352  C87 1.090
93 Cl 16.98248 -6.30178 43.59294  C94 1.854
94 C 17.00791 -6.05985 41.75473  Cl93 1.854, C95 1.529, H97 1.090, H98 1.090
95 C 15.59384 -6.07073 41.17209  C94 1.529, Cl96 1.775, H99 1.090, H100 1.090
96 Cl 14.73920 -7.55417 41.64236  C95 1.775
97 H 17.59530 -6.76179 41.16282  C94 1.090
98 H 17.38088 -5.04474 41.61853  C94 1.090
99 H 15.53627 -5.85316 40.10558  C95 1.090
100 H 15.08653 -5.28615 41.73350  C95 1.090
101 C 22.39897 -2.76230 34.82942  O102 1.353, H109 1.090, H110 1.090, H111 1.090
102 O 22.68724 -2.13904 33.66360  C101 1.353, P103 1.676
103 P 22.13621 -0.63815 33.16052  O102 1.676, O104 1.476, O105 1.627, O107 1.631
104 O 23.01395 0.08718 32.22166  P103 1.476
105 O 20.66678 -0.87541 32.50358  P103 1.627, C106 1.380
106 C 19.67703 -1.39343 33.31348  O105 1.380, H112 1.090, H113 1.090, H114 1.090
107 O 21.72981 0.20926 34.49357  P103 1.631, C108 1.442
108 C 22.74741 1.01638 35.12036  O107 1.442, H115 1.090, H116 1.090, H117 1.090
109 H 23.05018 -3.62398 34.97616  C101 1.090
110 H 21.42836 -3.25758 34.85595  C101 1.090
111 H 22.52104 -2.11355 35.69678  C101 1.090
112 H 19.59788 -2.45297 33.07012  C106 1.090
113 H 18.82528 -0.73437 33.14539  C106 1.090
114 H 19.90847 -1.29990 34.37451  C106 1.090
115 H 23.13808 1.81138 34.48519  C108 1.090
116 H 23.62124 0.40343 35.34129  C108 1.090
117 H 22.17758 1.38600 35.97288  C108 1.090
118 C 19.89043 -1.53258 37.56197  O119 1.432, H126 1.090, H127 1.090, H128 1.090
119 O 20.43140 -2.03090 38.79074  C118 1.432, P120 1.611
120 P 21.67943 -1.15360 39.30724  O119 1.611, O121 1.514, O122 1.591, O124 1.637
121 O 22.66713 -0.83982 38.20301  P120 1.514
122 O 22.28681 -2.00826 40.50327  P120 1.591, C123 1.416
123 C 23.50088 -1.47361 40.99989  O122 1.416, H129 1.090, H130 1.090, H131 1.090
124 O 21.05014 0.20587 39.96766  P120 1.637, C125 1.460
125 C 20.51944 1.35798 39.24538  O124 1.460, H132 1.090, H133 1.090, H134 1.090
126 H 18.84960 -1.36763 37.84049  C118 1.090
127 H 19.73986 -2.28151 36.78444  C118 1.090
128 H 20.24167 -0.58168 37.16132  C118 1.090
129 H 23.60953 -0.39166 41.07517  C123 1.090
130 H 24.32200 -1.74958 40.33829  C123 1.090
131 H 23.76877 -1.78033 42.01095  C123 1.090
132 H 19.46928 1.54626 39.46857  C125 1.090
133 H 20.82800 1.36139 38.19997  C125 1.090
134 H 21.06542 2.19767 39.67542  C125 1.090
135 C 21.43776 -4.57797 30.97928  O136 1.410, H143 1.090, H144 1.090, H145 1.090
136 O 20.29139 -5.35969 31.23218  C135 1.410, P137 1.631
137 P 19.39389 -5.95113 30.00573  O136 1.631, O138 1.483, O139 1.666, O141 1.703
138 O 17.97185 -6.27491 30.27290  P137 1.483
139 O 19.45957 -4.72368 28.88133  P137 1.666, C140 1.423
140 C 18.89730 -3.45561 29.19773  O139 1.423, H146 1.090, H147 1.090, H148 1.090
141 O 20.37459 -7.15108 29.29854  P137 1.703, C142 1.377
142 C 19.97703 -8.07791 28.36072  O141 1.377, H149 1.090, H150 1.090, H151 1.090
143 H 22.35847 -5.11332 31.21120  C135 1.090
144 H 21.41472 -3.64649 31.54489  C135 1.090
145 H 21.65628 -4.04638 30.05312  C135 1.090
146 H 18.25730 -3.50360 30.07876  C140 1.090
147 H 18.31277 -3.03167 28.38121  C140 1.090
148 H 19.83529 -2.92932 29.37460  C140 1.090
149 H 18.93481 -8.10080 28.04238  C142 1.090
150 H 20.14193 -9.10823 28.67594  C142 1.090
151 H 20.63249 -7.82626 27.52697  C142 1.090
152 C 21.07185 -8.04955 35.60890  O153 1.454, H161 1.090, H162 1.090, H163 1.090
153 O 21.04457 -8.24215 34.16773  C152 1.454, C154 1.394
154 C 21.96235 -7.59814 33.34018  O153 1.394, C155 1.535, H164 1.090, H165 1.090
155 C 23.41349 -8.09361 33.41455  C154 1.535, O156 1.423, H166 1.090, H167 1.090
156 O 23.47187 -9.35550 32.75911  C155 1.423, C157 1.446
157 C 24.75310 -10.02495 32.72928  O156 1.446, C158 1.529, H168 1.090, H169 1.090
158 C 24.64270 -11.42261 32.11821  C157 1.529, O159 1.392, H170 1.090, H171 1.090
159 O 24.71281 -11.24857 30.73862  C158 1.392, C160 1.366
160 C 25.28718 -12.15318 29.89150  O159 1.366, H172 1.090, H173 1.090, H174 1.090
161 H 20.66169 -8.93829 36.08850  C152 1.090
162 H 20.40874 -7.19774 35.75992  C152 1.090
163 H 22.02856 -7.89386 36.10746  C152 1.090
164 H 21.98401 -6.54065 33.60352  C154 1.090
165 H 21.50370 -7.58342 32.35148  C154 1.090
166 H 23.87395 -8.09787 34.40251  C155 1.090
167 H 23.89290 -7.38440 32.73980  C155 1.090
168 H 25.03335 -10.29636 33.74707  C157 1.090
169 H 25.56373 -9.39740 32.35894  C157 1.090
170 H 23.63641 -11.81861 32.25480  C158 1.090
171 H 25.32222 -12.10829 32.62436  C158 1.090
172 H 24.67830 -13.05648 29.85382  C160 1.090
173 H 26.26582 -12.43483 30.28014  C160 1.090
174 H 25.47748 -11.70506 28.91627  C160 1.090
175 C 24.90491 -13.89279 37.44830  O176 1.442, H184 1.090, H185 1.090, H186 1.090
176 O 24.93500 -15.20536 36.85088  C175 1.442, C177 1.393
177 C 23.65025 -15.69598 36.62986  O176 1.393, C178 1.534, H187 1.090, H188 1.090
178 C 22.75106 -14.93739 35.64540  C177 1.534, O179 1.431, H189 1.090, H190 1.090
179 O 22.32756 -13.67252 36.16310  C178 1.431, C180 1.450
180 C 22.29192 -12.58439 35.20592  O179 1.450, C181 1.503, H191 1.090, H192 1.090
181 C 21.15624 -11.60539 35.30887  C180 1.503, O182 1.438, H193 1.090, H194 1.090
182 O 19.91963 -12.13618 34.80186  C181 1.438, C183 1.468
183 C 18.84130 -11.18512 34.50804  O182 1.468, H195 1.090, H196 1.090, H197 1.090
184 H 24.01084 -13.94665 38.06947  C175 1.090
185 H 24.81957 -13.03633 36.77950  C175 1.090
186 H 25.80596 -13.86747 38.06113  C175 1.090
187 H 23.11981 -15.86420 37.56712  C177 1.090
188 H 23.78280 -16.69614 36.21728  C177 1.090
189 H 21.98762 -15.65134 35.33631  C178 1.090
190 H 23.32843 -14.70501 34.75055  C178 1.090
191 H 22.26410 -12.92191 34.16987  C180 1.090
192 H 23.18269 -11.95649 35.18682  C180 1.090
193 H 21.38455 -10.75991 34.65990  C181 1.090
194 H 21.18319 -11.41028 36.38092  C181 1.090
195 H 18.54268 -10.44069 35.24611  C183 1.090
196 H 17.92111 -11.73391 34.30758  C183 1.090
197 H 19.08468 -10.60998 33.61469  C183 1.090
198 C 13.19770 -9.19979 31.58869  O199 1.424, H207 1.090, H208 1.090, H209 1.090
199 O 14.25059 -8.24151 31.63192  C198 1.424, C200 1.411
200 C 14.88120 -8.14993 30.37254  O199 1.411, C201 1.523, H210 1.090, H211 1.090
201 C 14.28682 -7.15897 29.38079  C200 1.523, O202 1.388, H212 1.090, H213 1.090
202 O 13.95025 -6.05233 30.14787  C201 1.388, C203 1.399
203 C 14.86778 -4.99950 30.06108  O202 1.399, C204 1.533, H214 1.090, H215 1.090
204 C 14.40418 -3.65472 30.63296  C203 1.533, O205 1.436, H216 1.090, H217 1.090
205 O 15.47884 -2.72678 30.41798  C204 1.436, C206 1.382
206 C 15.49798 -1.54801 31.13989  O205 1.382, H218 1.090, H219 1.090, H220 1.090
207 H 12.76534 -9.48269 32.54845  C198 1.090
208 H 13.62517 -10.17487 31.35504  C198 1.090
209 H 12.34541 -8.98717 30.94333  C198 1.090
210 H 15.22294 -9.13294 30.04850  C200 1.090
211 H 15.85769 -7.68201 30.49750  C200 1.090
212 H 13.45765 -7.75802 29.00436  C201 1.090
213 H 14.85407 -6.96954 28.46950  C201 1.090
214 H 15.01006 -4.72447 29.01599  C203 1.090
215 H 15.78124 -5.30880 30.56904  C203 1.090
216 H 14.15240 -3.74328 31.68978  C204 1.090
217 H 13.48968 -3.36610 30.11479  C204 1.090
218 H 14.57401 -1.01403 30.91797  C206 1.090
219 H 16.31102 -1.04017 30.62107  C206 1.090
220 H 15.76111 -1.90453 32.13576  C206 1.090
221 C 19.20867 -5.59897 38.59842  O222 1.402, H230 1.090, H231 1.090, H232 1.090
222 O 19.59208 -6.94578 38.66019  C221 1.402, C223 1.459
223 C 18.42881 -7.79855 38.43876  O222 1.459, C224 1.500, H233 1.090, H234 1.090
224 C 18.54572 -9.16409 39.04773  C223 1.500, O225 1.451, H235 1.090, H236 1.090
225 O 17.21314 -9.72733 38.93290  C224 1.451, C226 1.390
226 C 17.13396 -10.84850 39.75123  O225 1.390, C227 1.594, H237 1.090, H238 1.090
227 C 15.68559 -11.49317 39.91679  C226 1.594, O228 1.426, H239 1.090, H240 1.090
228 O 15.46346 -12.26692 38.73930  C227 1.426, C229 1.414
229 C 14.18875 -12.79565 38.42966  O228 1.414, H241 1.090, H242 1.090, H243 1.090
230 H 20.16435 -5.09565 38.45200  C221 1.090
231 H 18.87388 -5.12999 39.52365  C221 1.090
232 H 18.59226 -5.44671 37.71244  C221 1.090
233 H 18.20793 -8.01324 37.39318  C223 1.090
234 H 17.51797 -7.39090 38.87728  C223 1.090
235 H 18.85497 -9.02930 40.08422  C224 1.090
236 H 19.29769 -9.71027 38.47824  C224 1.090
237 H 17.50976 -10.59365 40.74215  C226 1.090
238 H 17.72381 -11.67130 39.34729  C226 1.090
239 H 14.88670 -10.75183 39.93381  C227 1.090
240 H 15.55715 -12.10331 40.81085  C227 1.090
241 H 13.74693 -13.53460 39.09813  C229 1.090
242 H 14.25985 -13.34683 37.49199  C229 1.090
243 H 13.55943 -11.91954 38.27312  C229 1.090

Calculated values
multiplicity = 2
gap between HOMO and LUMO (alpha / beta) = 5.06 / 3.35 eV
lowest unoccupied orbital energy (alpha / beta) = 1.374 / -0.338 eV
HOMO energy (alpha / beta) = -3.6840 / -3.6836 eV
total charge = -1

***

What is the multiplicity in the second record? 2